1.
9
Properties=species:S:1:pos:R:3:forces:R:3 method="wB97M-V/def2-TZVPD" lumo_ev=-0.03 fmax_ev_per_a=3.55 total_energy_ha=-681.26685
C 0.268094 -0.454261 0.002875 -0.2635 3.4351 -0.8430
C -1.065637 -0.128640 0.519647 -0.8722 -2.8566 -1.4685
N -0.781530 0.879626 -0.462533 2.2413 -0.5852 1.2913
O 2.520571 0.996721 -0.054286 -0.1331 -1.5809 0.9130
O 1.083762 -1.020590 -0.931154 -0.5939 -1.0898 0.7121
S 2.007949 -0.311894 0.395415 -0.6996 2.2278 -1.7828
H -1.846816 -0.912743 0.420877 0.1815 0.6718 -0.2034
H -1.032479 0.240509 1.496285 0.0406 0.5269 1.5454
H -1.153917 0.711273 -1.387124 0.0990 -0.7491 -0.1641

=====

2.
9
Properties=species:S:1:pos:R:3:forces:R:3 method="wB97M-V/def2-TZVPD" lumo_ev=0.20 fmax_ev_per_a=3.02 total_energy_ha=-681.26185
C -0.678537 0.368084 0.867788 0.9340 -0.0539 -0.4475
C -2.248558 0.652859 -1.276614 -1.6810 0.1966 -1.4399
N -0.026294 -0.217581 -0.146177 1.1097 -0.1971 0.4408
O -1.828564 0.681310 0.713969 -2.9355 0.6378 0.2344
O 1.276807 -0.702523 0.074872 -2.2060 -1.2530 1.6424
S -3.758937 1.005073 -1.485647 1.0970 -0.1736 0.3291
H -0.309727 0.676762 1.834073 1.6149 -0.5431 0.1889
H -0.601205 -0.409047 -0.999447 0.9426 0.0948 0.7606
H 1.844144 -0.342125 -0.559378 1.1245 1.2916 -1.7088

=====

3.
9
Properties=species:S:1:pos:R:3:forces:R:3 method="wB97M-V/def2-TZVPD" lumo_ev=0.83 fmax_ev_per_a=2.47 total_energy_ha=-681.39301 smiles="O=CO/C=N/S"
C 0.039277 0.788059 -0.090151 -0.6639 -1.8861 1.4479
C -1.718008 -0.896596 -0.156221 0.7758 0.9815 0.4593
H 3.214213 -0.171501 0.710614 0.0823 -0.2208 0.1626
H -0.003695 1.729464 -0.568059 0.4071 0.9354 -0.6947
H -2.695548 -1.053870 0.310968 -0.0396 0.0470 -0.1247
N 1.007954 0.129800 0.388761 -0.9234 0.6241 -0.7553
O -1.283535 0.380799 0.173261 0.1541 -0.3734 -0.0909
O -1.097379 -1.658978 -0.810752 -0.0616 -0.4186 -0.2815
S 2.536722 0.752823 0.041578 0.2692 0.3110 -0.1227

=====

4.
9
Properties=species:S:1:pos:R:3:forces:R:3 method="wB97M-V/def2-TZVPD" lumo_ev=0.39 fmax_ev_per_a=3.00 total_energy_ha=-681.41431 smiles="O=CNSC=O"
C -1.019678 1.258415 0.001072 -0.8733 -1.4544 0.6547
C 0.714332 -1.711831 0.224726 0.2758 -0.5411 0.0007
H -0.976113 2.252631 0.363781 -0.3835 1.5639 0.3809
H 0.987386 1.494925 -0.381398 -0.1904 0.1125 0.0230
H 0.615730 -1.135804 1.200503 0.0383 -0.5535 -0.8088
N 0.210283 0.852845 -0.347390 1.6876 -1.8479 -1.6508
O -1.982755 0.530803 0.053422 -0.0380 0.4503 -0.2737
O 0.981451 -2.879950 0.103180 -0.3370 1.2131 0.3290
S 0.469364 -0.662033 -1.217896 -0.1794 1.0571 1.3450

=====

5.
9
Properties=species:S:1:pos:R:3:forces:R:3 method="wB97M-V/def2-TZVPD" lumo_ev="-0.46 / -3.44" fmax_ev_per_a=3.00 total_energy_ha=-681.12410 s2=2.0238 spin_multiplicity=3
C -0.120431 -0.143984 0.764921 1.4031 -0.9255 -2.4857
C 0.243870 -0.373660 -0.476615 -1.1909 1.2130 0.6797
N 1.362975 -2.216222 -1.035431 -0.4122 -2.4666 -0.7560
O 3.823045 -2.500021 -1.246192 0.1555 0.4910 0.1478
O 2.840382 -0.275626 -0.498760 0.5833 -1.5503 -0.6306
S 2.720101 -1.650023 -0.933676 1.7969 1.2198 0.4912
H -0.539717 0.793802 0.835006 -1.4655 2.0815 1.2536
H 0.215007 -0.717475 1.615266 -0.2116 -0.2148 0.2220
H 0.407627 -0.150624 -1.541790 -0.6585 0.1519 1.0781

=====

6.
9
Properties=species:S:1:pos:R:3:forces:R:3 method="wB97M-V/def2-TZVPD" lumo_ev=-0.38 fmax_ev_per_a=3.44 total_energy_ha=-358.31967
C 0.064539 0.984908 -0.316786 -2.2440 0.0593 -1.6678
C 1.000213 0.150889 0.398909 3.2029 -0.3592 0.1556
N -1.378509 -0.724398 -0.354660 0.8862 1.4774 0.2785
O -0.282469 1.924064 -0.930541 1.1103 -2.5719 1.9945
O -1.056516 -1.637874 0.419360 -0.9861 0.3999 -1.0299
O -2.404482 -0.611198 -0.990024 0.5311 -0.6959 0.6380
H 2.005096 0.260317 -0.211305 -1.9297 -0.6327 0.7128
H 0.679122 -0.949382 0.650472 0.1206 2.1346 -0.9600
H 1.373005 0.602673 1.334575 -0.6913 0.1884 -0.1216

=====

7.
9
Properties=species:S:1:pos:R:3:forces:R:3 method="wB97M-V/def2-TZVPD" lumo_ev=-0.23 fmax_ev_per_a=5.71 total_energy_ha=-358.37766
C 0.337190 0.725636 0.575108 1.3014 0.7376 -1.5865
C -0.495930 -0.496029 1.168486 2.4297 1.5912 -2.1172
H 0.642344 0.084435 -2.541323 1.5939 1.5333 -2.4644
H 0.702317 1.399528 1.461799 -0.5117 -0.8261 -2.3420
H -0.733400 -0.946847 -0.705176 -0.3409 0.6039 0.4411
N 0.736976 1.013240 -0.682199 -1.0848 -1.8634 2.3376
O 0.329949 -0.047649 -1.694656 -1.5581 -0.1343 5.4869
O -1.292846 -0.904111 0.115709 0.1664 -1.4836 2.4458
O -0.226601 -0.828204 2.302253 -1.9959 -0.1587 -2.2013

=====

8.
9
Properties=species:S:1:pos:R:3:forces:R:3 method="wB97M-V/def2-TZVPD" lumo_ev=0.23 fmax_ev_per_a=4.19 total_energy_ha=-358.39859 smiles="O=CN(O)C=O"
C 1.406765 -0.290585 -0.114075 -1.3931 0.7164 0.1552
C -0.807496 1.006870 -0.042588 -0.3326 3.7124 0.6260
H -1.185981 -1.479190 0.678200 1.4610 0.1021 -3.2344
H 1.422811 -1.414844 -0.305816 1.1927 1.1425 0.1198
H -1.955708 0.795446 0.175236 2.1270 0.2140 -0.7428
N -0.007772 -0.090644 0.066335 -0.0542 -1.7639 -0.8001
O -0.713301 -1.288462 -0.255779 -1.4959 -0.0838 3.9172
O 2.181934 0.617900 -0.025397 -0.0649 -1.5173 -0.2345
O -0.341253 2.143508 -0.176115 -1.4400 -2.5223 0.1936